18
Properties=species:S:1:pos:R:3 method="wB97M-V/def2-TZVPD" gap_ev=4.934 lumo_energy_ev=-3.1 spin_multiplicity=1 e_above_lowest_kcal_mol=141.9 e_homo_ev=-8.078 total_charge=0
O 0.18620 -0.66800 -0.83515
C 0.29260 0.23410 0.31253
N 1.51175 0.44751 0.90218
C 2.72159 0.51589 0.10066
N 2.87984 -0.34613 -1.04626
C -0.66581 -0.41843 1.32994
C -2.05488 -0.68125 0.77270
S -2.46322 0.52362 -0.57146
H -0.13478 1.23159 0.12209
H 3.69380 0.47950 0.65471
H 2.73491 1.56652 -0.23498
H 2.20013 -0.24207 -1.77882
H 3.67120 -0.90970 -1.27389
H -0.84606 0.42754 2.02206
H -0.11210 -1.14755 1.87332
H -2.13665 -1.65971 0.23534
H -2.81079 -0.77430 1.52388
H -0.71568 -0.42973 -1.12840